[1]
101
Properties=species:S:1:pos:R:3:forces:R:3:lowdin_spin:R:1 method="wB97M-V/def2-TZVPD" homo_lumo_gap_ha="0.2503 / 0.2298" charge=+1 s2=8.78 max_force_ev_per_a=4.556 e_above_lowest_ev=17.272 multiplicity=6 e_lumo_ev="-1.884 / -3.660"
Ir 0.401 0.365 -0.452 0.0 -0.2 -0.9 1.47
Cl -0.973 -2.768 -0.600 -2.2 -2.5 -0.6 0.21
S -2.819 -1.629 1.733 0.3 0.1 0.0 0.68
S -3.373 1.430 -2.680 0.0 0.1 0.0 0.00
S 2.842 -0.373 -0.501 -0.3 -0.4 0.2 0.00
S 0.693 1.311 1.949 -0.2 0.1 0.0 0.11
N -0.477 0.543 4.340 -0.1 0.0 0.0 0.01
N 0.988 -1.893 1.341 -0.2 -1.2 0.1 0.11
N 3.140 -0.915 2.204 0.0 -0.1 -0.1 0.00
N -2.154 -3.033 -1.746 1.2 0.1 -1.7 0.81
N 1.057 2.552 -0.680 -0.2 -0.1 0.0 0.07
N 0.551 0.780 -2.909 -0.1 -0.2 -0.1 0.11
N 4.917 -0.045 1.277 0.0 0.0 0.1 0.00
N 0.989 -0.877 3.565 -0.2 -0.1 -0.1 0.02
C -0.708 0.882 -3.372 0.0 0.1 0.1 0.01
C 2.679 4.191 -1.289 0.0 0.0 0.0 0.00
C 0.297 -2.407 0.572 1.7 0.8 1.3 0.09
C -1.448 1.009 -0.995 -0.3 -0.6 0.2 -0.01
C -0.371 -0.495 5.250 0.0 0.0 0.0 0.01
C -0.443 2.981 4.683 0.0 0.0 0.0 0.00
C 0.526 -1.372 4.764 0.0 0.0 0.0 0.01
C 5.884 2.132 0.748 0.0 0.0 0.0 0.00
C 0.135 3.520 -0.655 0.0 0.0 0.1 0.01
C -1.967 -2.291 0.555 -0.4 -0.1 0.3 0.70
C -2.648 1.174 -0.243 0.0 0.2 0.0 0.01
C 4.082 -0.732 3.195 0.0 0.0 0.0 0.00
C 1.309 0.110 -5.068 0.0 0.1 0.0 0.00
C 5.173 -0.195 2.631 0.0 0.0 0.0 0.00
C 3.643 -0.469 1.034 0.1 0.3 0.0 0.00
C 0.017 0.253 -5.566 0.0 0.0 0.0 0.00
C -2.145 1.576 5.831 0.0 0.0 0.0 0.00
C -1.709 1.130 -2.345 0.1 0.1 0.0 0.00
C -1.342 1.754 4.546 0.1 0.0 -0.1 0.00
C 7.319 0.058 0.794 0.0 0.0 0.0 0.00
C -0.274 -1.511 -1.517 1.3 4.0 -1.8 0.12
C 1.528 0.403 -3.737 0.0 0.1 0.0 0.01
C -0.428 -4.283 -0.695 1.6 -1.3 0.8 0.12
C 0.426 4.837 -0.952 0.0 0.0 0.0 0.00
C 1.724 5.202 -1.288 0.0 0.0 0.0 0.00
C -4.356 -2.525 -2.620 0.1 0.2 0.0 0.03
C -2.949 -4.377 -3.614 0.1 0.2 0.0 0.01
C 5.766 0.428 -1.078 0.0 0.0 0.0 0.00
C -3.899 -4.596 -1.285 -0.1 0.1 -0.1 0.04
C -0.996 0.658 -4.720 0.0 0.0 0.0 0.00
C -3.748 1.401 -1.014 0.0 0.1 0.0 0.00
C 2.084 6.621 -1.610 0.0 0.0 0.0 0.00
C 2.312 2.896 -0.985 0.0 0.0 0.0 0.01
C -2.312 1.890 3.374 0.0 0.0 0.0 0.01
C 0.350 0.285 3.298 0.2 0.1 0.0 0.02
C -3.320 -3.621 -2.342 -0.6 -0.6 1.1 0.08
C 5.952 0.641 0.422 -0.1 0.0 0.0 0.00
B 1.855 -1.687 2.577 -0.1 0.7 -0.1 0.01
H 2.103 -2.764 3.035 0.0 0.0 0.1 0.00
H -0.561 -5.124 -1.363 -1.2 0.9 -0.7 0.01
H -4.085 -1.943 -3.502 0.0 0.0 0.0 0.00
H -3.117 -5.218 -0.852 0.0 0.0 -0.1 0.00
H -2.810 0.937 3.183 0.0 0.0 0.0 0.01
H -1.066 3.864 4.831 0.0 0.0 0.0 0.00
H -4.764 1.559 -0.689 0.0 0.0 0.0 0.00
H -3.068 2.635 3.622 0.0 0.0 0.0 0.00
H 7.639 0.328 1.799 0.0 0.0 0.0 0.00
H 3.712 4.407 -1.530 0.0 0.0 0.0 0.00
H -0.869 3.223 -0.388 0.0 0.0 0.0 0.00
H 2.889 6.667 -2.342 0.0 0.0 0.0 0.00
H -0.365 5.574 -0.923 0.0 0.0 0.0 0.00
H 4.887 0.928 -1.466 0.0 0.0 0.0 0.00
H 2.126 -0.211 -5.698 0.0 0.0 0.0 0.00
H -0.195 0.039 -6.605 0.0 0.0 0.0 0.00
H 0.878 -2.305 5.164 0.0 0.0 0.0 0.00
H -4.391 -4.043 -0.485 0.0 0.0 0.0 0.00
H 6.074 2.316 1.806 0.0 0.0 0.0 0.00
H 1.225 7.168 -1.995 0.0 0.0 0.0 0.00
H 2.427 7.133 -0.709 0.0 0.0 0.0 0.00
H -0.896 -1.374 -2.407 -0.7 0.3 0.7 0.02
H 5.699 -0.629 -1.332 0.0 0.0 0.0 0.00
H 8.064 0.450 0.104 0.0 0.0 0.0 0.00
H 0.162 3.131 3.792 0.0 0.0 0.0 0.00
H -2.443 -3.714 -4.318 0.0 0.0 0.0 0.00
H -2.690 1.126 0.834 0.0 -0.1 0.0 0.01
H 6.644 0.847 -1.570 0.0 0.0 0.0 0.00
H -2.821 0.723 5.772 0.0 0.0 0.0 0.00
H -5.329 -2.986 -2.790 0.0 0.0 0.0 0.00
H 3.032 2.090 -0.984 0.0 0.0 0.0 0.00
H 4.898 2.530 0.502 0.0 0.0 0.0 0.00
H -4.428 -1.851 -1.766 -0.1 0.0 0.0 0.00
H 0.436 -4.506 -0.070 -0.4 0.6 0.4 0.01
H 6.106 0.081 3.080 0.0 0.0 0.0 0.00
H 7.312 -1.029 0.708 0.0 0.0 0.0 0.00
H -0.939 -0.532 6.159 0.0 0.0 0.0 0.00
H -3.853 -4.761 -4.090 0.0 0.0 0.0 0.00
H 0.217 2.878 5.546 0.0 0.0 0.0 0.00
H 3.894 -1.020 4.214 0.0 0.0 0.0 0.00
H -1.504 1.473 6.706 0.0 0.0 0.0 0.00
H 0.690 -1.617 -2.035 0.2 -1.7 0.8 0.02
H -1.794 2.204 2.471 0.0 0.0 0.0 0.00
H -2.290 -5.214 -3.387 0.0 0.0 0.0 0.00
H 6.634 2.671 0.167 0.0 0.0 0.0 0.00
H -2.010 0.772 -5.080 0.0 0.0 0.0 0.00
H -4.628 -5.240 -1.777 0.0 0.0 0.0 0.01
H 2.523 0.347 -3.306 0.0 -0.1 0.0 0.00
H -2.749 2.471 5.971 0.0 0.0 0.0 0.00

---

[2]
20
Properties=species:S:1:pos:R:3:forces:R:3:nbo_charge:R:1 method="wB97M-V/def2-TZVPD" homo_lumo_gap_ha=0.3043 max_force_ev_per_a=2.185 e_above_lowest_ev=3.770 e_lumo_ev=0.603
O -1.056 1.180 -1.441 0.0 0.5 -0.5 -0.70
C 0.507 1.372 0.464 -0.4 0.2 -0.1 -0.39
C 0.075 -0.803 -0.739 -0.9 0.0 0.7 -0.19
C 1.550 0.634 1.294 -0.2 0.3 -0.1 -0.61
C -1.512 -0.856 1.655 -0.6 -0.7 -0.1 -0.40
C -1.310 -0.305 0.480 1.6 -1.2 -1.0 -0.02
C 0.016 -1.266 -2.177 -0.9 -0.4 0.6 -0.63
C -0.462 0.500 -0.386 1.0 1.0 0.5 0.16
H 0.346 -2.299 -2.263 0.0 0.0 -0.1 0.21
H -0.965 -1.731 1.993 -0.2 -0.3 -0.2 0.19
H 1.013 2.035 -0.243 -0.1 0.0 0.0 0.22
H 1.086 -0.114 1.933 0.0 -0.1 0.1 0.21
H 0.662 -0.632 -2.785 0.0 0.0 0.0 0.22
H 2.294 0.157 0.662 0.1 -0.1 0.0 0.21
H -2.337 -0.556 2.299 0.3 0.4 0.1 0.20
H -0.994 -1.185 -2.577 0.0 0.0 -0.1 0.23
H -0.117 1.981 1.124 0.1 0.2 0.0 0.20
H 2.065 1.351 1.933 0.0 0.0 0.0 0.22
H -1.730 1.767 -1.079 0.0 -0.1 0.0 0.48
H 0.867 -1.230 -0.146 0.2 0.4 0.1 0.20

---

[3]
41
Properties=species:S:1:pos:R:3:forces:R:3:nbo_charge:R:1 method="wB97M-V/def2-TZVPD" homo_lumo_gap_ha=0.3039 smiles="CN1C[C@@H]2c3cc(Cl)ccc3Oc3ccc(OS(=O)(=O)O)cc3[C@H]2C1" max_force_ev_per_a=5.369 e_above_lowest_ev=1.297 e_lumo_ev=0.243
Cl -4.147 3.544 -2.995 1.8 0.2 1.2 -0.07
S 0.556 -3.591 3.656 -1.3 -2.2 -1.2 2.45
O -0.592 -3.743 4.508 0.6 1.0 -0.4 -0.91
O 0.368 2.420 0.789 2.0 -1.2 1.5 -0.49
O 0.356 -4.060 2.256 1.7 2.1 3.6 -0.85
O 1.715 -4.409 4.378 -0.3 0.4 -1.2 -0.84
O 1.276 -2.108 3.963 -1.1 -2.6 -1.0 -0.63
N 0.465 -1.254 -2.661 -0.8 0.4 1.5 -0.46
C 0.878 -1.125 3.116 0.0 4.1 -3.5 0.24
C 0.727 -0.001 0.809 0.4 -1.1 4.0 0.05
C -1.050 1.609 -1.080 -2.0 1.7 0.0 -0.09
C 0.742 0.181 3.642 0.8 -1.0 0.4 -0.23
C -0.444 -0.087 -2.680 2.1 -1.5 0.4 -0.19
C 0.587 1.333 2.883 0.6 -0.2 0.7 -0.24
C 1.101 -1.371 -1.330 0.1 -1.6 -1.2 -0.19
C 0.698 -0.089 -0.661 1.7 0.3 0.2 -0.28
C -1.077 3.851 -0.201 -0.8 0.6 -0.3 -0.24
C -0.676 0.202 -1.188 2.2 1.4 -2.3 -0.25
C 0.877 -1.184 1.667 -0.6 3.3 1.4 -0.25
C -2.151 2.017 -1.961 1.4 -1.2 0.0 -0.22
C 0.586 1.232 1.491 -0.7 -0.2 -0.6 0.26
C -2.110 4.220 -1.030 -1.2 -0.1 -1.8 -0.24
C 1.062 -1.793 -3.847 0.9 -0.5 1.2 -0.40
C -0.566 2.513 -0.141 -2.1 2.2 -2.0 0.36
C -2.635 3.283 -1.954 -1.1 -0.2 0.2 0.01
H -1.352 -0.331 -3.122 -1.6 -0.5 -1.2 0.19
H 2.192 -1.627 -1.394 -0.6 0.9 0.0 0.19
H 1.459 -4.269 5.292 0.3 -0.3 0.8 0.51
H 0.621 2.260 3.517 -0.3 -0.7 -1.5 0.24
H 0.704 -2.259 -0.848 -0.4 -0.2 0.4 0.18
H 1.471 0.605 -1.091 -1.0 0.2 0.5 0.23
H 0.850 -2.083 1.182 0.4 -2.2 -1.0 0.23
H 1.984 -2.361 -3.479 -1.4 0.2 -0.8 0.20
H 0.307 -2.447 -4.381 1.3 0.7 0.1 0.20
H -0.742 4.682 0.426 0.4 -0.8 0.2 0.23
H -1.424 -0.361 -0.734 -1.1 -1.6 0.6 0.23
H 0.967 0.334 4.690 -0.4 -0.2 0.2 0.22
H 0.038 0.740 -3.233 -0.3 0.2 0.4 0.18
H 1.512 -0.958 -4.395 -0.4 -0.2 -0.9 0.18
H -2.594 5.204 -1.147 0.8 -0.2 0.8 0.24
H -2.541 1.280 -2.710 0.4 0.8 1.1 0.23

---

[4]
57
Properties=species:S:1:pos:R:3:forces:R:3:lowdin_charge:R:1 method="wB97M-V/def2-TZVPD" homo_lumo_gap_ha=0.2556 charge=+1 max_force_ev_per_a=0.407 e_above_lowest_ev=0.000 e_lumo_ev=-4.196
Tl 0.142 -0.060 1.540 0.1 -0.1 0.0 0.80
Se 0.188 -1.657 3.411 0.0 -0.1 0.1 0.43
Si 0.109 -0.146 5.194 0.0 0.1 0.2 0.18
O 7.812 -0.251 -0.491 0.0 0.0 0.0 0.13
O 7.758 -2.185 0.581 0.0 0.0 0.1 0.15
O 0.629 1.666 0.357 -0.1 0.2 0.0 -0.11
O -0.716 2.166 2.013 -0.1 0.1 -0.1 -0.08
O -1.524 4.660 2.337 0.0 0.0 0.0 0.10
N -1.280 -1.279 0.014 0.0 0.0 0.1 0.03
N 1.471 -1.370 -0.041 0.0 0.0 0.0 0.03
C 0.819 -2.246 -0.682 0.0 0.0 0.0 -0.04
C -0.779 4.922 1.257 0.0 0.0 0.0 -0.24
C -2.742 -3.240 -1.277 0.0 0.0 0.0 -0.01
C 3.623 -2.546 0.063 0.0 0.0 0.0 0.01
C 7.159 -1.285 0.074 0.0 -0.1 -0.2 -0.48
C 0.739 5.610 -0.997 0.0 0.0 0.0 -0.07
C -0.657 -2.261 -0.657 0.0 0.0 -0.1 -0.24
C 0.717 4.311 -0.560 0.0 0.0 0.0 -0.01
C -1.596 0.588 5.279 0.0 0.0 0.0 -0.20
C 1.409 1.156 4.909 0.0 0.0 -0.1 -0.21
C -0.054 2.561 1.007 0.1 -0.4 0.1 -0.54
C -0.753 6.242 0.802 0.0 0.0 0.0 0.01
C -1.354 -3.255 -1.318 0.0 0.0 0.0 0.02
C -0.005 6.573 -0.304 0.0 0.0 0.0 -0.05
C 5.656 -1.262 0.008 0.0 0.0 0.1 -0.12
C -0.037 3.943 0.569 0.0 0.1 0.0 -0.08
C -2.609 -1.267 0.051 0.0 0.0 0.0 -0.08
C 4.916 -0.088 -0.067 0.0 0.0 0.0 0.00
C 2.893 -1.365 -0.033 -0.1 0.0 0.0 -0.25
C 3.531 -0.133 -0.071 0.1 0.0 0.0 0.00
C 0.490 -1.253 6.638 0.0 0.0 0.0 -0.22
C 5.003 -2.488 0.091 0.0 0.0 0.0 0.02
C -3.380 -2.230 -0.584 0.0 0.0 0.0 -0.01
H 2.945 0.777 -0.119 0.0 0.0 0.0 0.11
H 1.319 5.889 -1.865 0.0 0.0 0.0 0.11
H -1.816 1.172 4.383 0.0 0.0 0.0 0.02
H -3.072 -0.457 0.602 0.0 0.0 0.0 0.13
H 1.501 1.812 5.777 0.0 0.0 0.0 0.05
H 0.537 -0.670 7.560 0.0 0.0 0.0 0.04
H 2.383 0.703 4.720 0.0 0.0 0.0 0.04
H -1.331 6.981 1.338 0.0 0.0 0.0 0.13
H -4.458 -2.176 -0.528 0.0 0.0 0.0 0.12
H -0.284 -2.012 6.764 0.0 0.0 0.0 0.04
H 1.144 1.785 4.055 0.0 0.0 0.0 0.02
H -3.313 -4.007 -1.783 0.0 0.0 0.0 0.13
H 7.209 0.312 -0.990 0.0 0.0 0.0 0.10
H 3.120 -3.500 0.161 0.0 0.0 0.0 0.12
H 1.274 3.543 -1.078 0.0 0.0 0.0 0.12
H -0.818 -4.025 -1.856 0.0 0.0 0.0 0.13
H 0.006 7.601 -0.643 0.0 0.0 0.0 0.11
H -2.352 -0.192 5.382 0.0 0.0 0.0 0.04
H 1.313 -3.005 -1.288 0.0 0.0 0.0 0.15
H -1.680 1.256 6.140 0.0 0.0 0.0 0.05
H 1.451 -1.754 6.514 0.0 0.0 0.0 0.04
H -1.463 3.707 2.534 0.0 0.0 0.0 0.08
H 5.404 0.879 -0.081 0.0 0.0 0.0 0.12
H 5.597 -3.386 0.197 0.0 0.0 0.0 0.13